1.
Density functional theory data (ωB97M-V/def2-TZVPD) for a cluster of 11 separate species, C3H25N2O10 in total at a distorted geometry.

The value obtained for the HOMO energy is -12.98 eV. The max |F| comes out at 0.039 hartree/bohr. The value obtained for the total energy is -26967.2902 eV. Its HOMO-LUMO gap is 0.3900 hartree. The net charge is +1. The relative energy (zero: lowest compared OMol25 entry of this formula, charge and spin) comes out at 0.00 kJ/mol.

Geometry (Å):
1 C -1.332 -0.635 -3.153
2 C 0.003 -0.905 -3.263
3 N 0.569 -0.420 -2.106
4 C -0.363 0.043 -1.284
5 N -1.530 -0.022 -1.957
6 H -2.065 -0.916 -3.889
7 H 0.599 -1.461 -3.963
8 H 1.563 -0.407 -1.775
9 H -0.220 0.637 -0.396
10 H -2.229 0.692 -1.773
11 H -0.646 -2.870 0.057
12 H -0.914 -1.876 1.178
13 O -0.197 -2.254 0.655
14 H -1.190 2.546 1.820
15 H -1.327 1.054 1.927
16 O -1.186 1.753 1.275
17 H 1.029 -1.887 1.958
18 H 1.891 -1.868 3.239
19 O 1.151 -1.431 2.809
20 H -2.552 -3.356 -2.088
21 H -2.841 -3.805 -0.695
22 O -2.100 -3.541 -1.257
23 H 3.553 0.431 -0.632
24 H 2.211 0.587 0.043
25 O 2.635 0.641 -0.837
26 H 0.111 1.576 4.098
27 H -1.372 2.000 4.241
28 O -0.782 1.241 4.219
29 H -2.787 3.697 -1.684
30 H -2.317 2.677 -0.756
31 O -2.937 2.759 -1.503
32 H 1.200 1.561 2.139
33 H 1.076 0.116 2.100
34 O 1.572 0.811 1.639
35 H 0.870 4.301 2.760
36 H 1.408 3.829 1.416
37 O 0.710 3.657 2.059
38 H 3.600 -2.664 -2.407
39 H 2.477 -3.610 -2.022
40 O 2.661 -2.680 -2.192

Partial charges, natural (NBO), in e: number 1, C, carries -0.07; number 2, C, carries -0.05; number 3, N, carries -0.47; number 4, C, carries 0.26; number 5, N, carries -0.49; number 6, H, carries 0.25; number 7, H, carries 0.26; number 8, H, carries 0.50; number 9, H, carries 0.27; number 10, H, carries 0.47; number 11, H, carries 0.51; number 12, H, carries 0.48; number 13, O, carries -0.98; number 14, H, carries 0.49; number 15, H, carries 0.49; number 16, O, carries -0.98; number 17, H, carries 0.50; number 18, H, carries 0.49; number 19, O, carries -0.98; number 20, H, carries 0.48; number 21, H, carries 0.48; number 22, O, carries -0.96; number 23, H, carries 0.49; number 24, H, carries 0.51; number 25, O, carries -0.98; number 26, H, carries 0.47; number 27, H, carries 0.47; number 28, O, carries -0.94; number 29, H, carries 0.48; number 30, H, carries 0.48; number 31, O, carries -0.95; number 32, H, carries 0.49; number 33, H, carries 0.50; number 34, O, carries -1.00; number 35, H, carries 0.49; number 36, H, carries 0.49; number 37, O, carries -0.97; number 38, H, carries 0.48; number 39, H, carries 0.48; number 40, O, carries -0.96

=====

2.
Density functional theory data (ωB97M-V/def2-TZVPD) for the molecule C22H27N5O5 at a distorted geometry.

The value obtained for the HOMO energy is -8.42 eV. The structure (SMILES) is COc1ccc(C[C@H](NC(C)=O)C(=O)NC2CCN(c3ncccc3[N+](=O)[O-])CC2)cc1. The max |F| comes out at 0.027 hartree/bohr. The value obtained for the total energy is -40938.9250 eV. Its HOMO-LUMO gap is 0.2884 hartree. The relative energy (zero: lowest compared OMol25 entry of this formula, charge and spin) comes out at 489.37 kJ/mol.

Geometry (Å):
1 C -0.187 4.304 -1.976
2 O -1.337 3.509 -2.168
3 C -1.699 2.647 -1.186
4 C -2.880 1.930 -1.407
5 C -3.337 1.029 -0.473
6 C -2.631 0.802 0.708
7 C -3.142 -0.199 1.704
8 C -3.098 -1.648 1.161
9 N -3.902 -2.527 1.973
10 C -5.233 -2.666 1.789
11 C -5.862 -3.717 2.678
12 O -5.852 -1.991 0.993
13 C -1.675 -2.202 1.159
14 O -1.347 -3.130 1.874
15 N -0.839 -1.593 0.298
16 C 0.560 -1.954 0.206
17 C 1.038 -1.840 -1.245
18 C 2.545 -1.625 -1.290
19 N 2.865 -0.332 -0.714
20 C 3.993 0.284 -1.099
21 N 4.836 -0.447 -1.845
22 C 6.051 -0.021 -2.083
23 C 6.568 1.168 -1.568
24 C 5.688 2.006 -0.920
25 C 4.363 1.611 -0.732
26 N 3.443 2.607 -0.332
27 O 3.841 3.521 0.370
28 O 2.295 2.530 -0.758
29 C 2.027 0.115 0.375
30 C 1.446 -1.085 1.115
31 C -1.463 1.520 0.923
32 C -0.994 2.436 -0.006
33 H 0.705 3.690 -1.828
34 H -0.310 4.978 -1.123
35 H -0.081 4.891 -2.887
36 H -3.424 2.111 -2.320
37 H -4.262 0.498 -0.646
38 H -2.576 -0.144 2.636
39 H -4.190 0.016 1.923
40 H -3.502 -1.649 0.141
41 H -3.374 -3.159 2.561
42 H -5.680 -3.477 3.723
43 H -5.429 -4.691 2.464
44 H -6.932 -3.750 2.496
45 H -1.147 -0.752 -0.168
46 H 0.615 -2.991 0.554
47 H 0.777 -2.737 -1.805
48 H 0.547 -0.990 -1.723
49 H 2.913 -1.632 -2.317
50 H 3.061 -2.426 -0.747
51 H 6.651 -0.666 -2.711
52 H 7.594 1.448 -1.735
53 H 5.974 2.997 -0.598
54 H 1.224 0.767 0.005
55 H 2.634 0.702 1.073
56 H 2.265 -1.688 1.509
57 H 0.859 -0.735 1.964
58 H -0.907 1.373 1.839
59 H -0.084 2.976 0.197

Partial charges, natural (NBO), in e: number 1, C, carries -0.26; number 2, O, carries -0.49; number 3, C, carries 0.30; number 4, C, carries -0.25; number 5, C, carries -0.20; number 6, C, carries -0.08; number 7, C, carries -0.42; number 8, C, carries -0.14; number 9, N, carries -0.62; number 10, C, carries 0.68; number 11, C, carries -0.71; number 12, O, carries -0.64; number 13, C, carries 0.69; number 14, O, carries -0.65; number 15, N, carries -0.62; number 16, C, carries -0.06; number 17, C, carries -0.41; number 18, C, carries -0.22; number 19, N, carries -0.38; number 20, C, carries 0.44; number 21, N, carries -0.48; number 22, C, carries 0.11; number 23, C, carries -0.33; number 24, C, carries -0.11; number 25, C, carries -0.10; number 26, N, carries 0.52; number 27, O, carries -0.39; number 28, O, carries -0.42; number 29, C, carries -0.22; number 30, C, carries -0.41; number 31, C, carries -0.21; number 32, C, carries -0.27; number 33, H, carries 0.20; number 34, H, carries 0.18; number 35, H, carries 0.20; number 36, H, carries 0.23; number 37, H, carries 0.23; number 38, H, carries 0.21; number 39, H, carries 0.24; number 40, H, carries 0.23; number 41, H, carries 0.42; number 42, H, carries 0.23; number 43, H, carries 0.23; number 44, H, carries 0.24; number 45, H, carries 0.42; number 46, H, carries 0.24; number 47, H, carries 0.23; number 48, H, carries 0.21; number 49, H, carries 0.24; number 50, H, carries 0.19; number 51, H, carries 0.20; number 52, H, carries 0.23; number 53, H, carries 0.25; number 54, H, carries 0.22; number 55, H, carries 0.21; number 56, H, carries 0.21; number 57, H, carries 0.23; number 58, H, carries 0.21; number 59, H, carries 0.23

=====

3.
Density functional theory data (ωB97M-V/def2-TZVPD) for a structure of composition C4H5LiO7Tm at a distorted geometry.

The value obtained for the HOMO energy (alpha / beta) is -7.37 / -8.22 eV. The max |F| comes out at 0.114 hartree/bohr. The value obtained for the total energy is -48295.1656 eV. Its HOMO-LUMO gap (alpha / beta) is 0.2385 / 0.2330 hartree. As for the spin multiplicity: 4. The relative energy (zero: lowest compared OMol25 entry of this formula, charge and spin) comes out at 86.50 kJ/mol.

Geometry (Å):
1 O 1.930 2.186 3.328
2 C 1.586 1.999 2.132
3 O 1.833 2.821 1.215
4 O 0.854 0.904 1.891
5 C 0.661 0.494 0.538
6 O 0.229 -1.449 -0.737
7 C -1.946 -1.390 -2.174
8 C 0.085 -0.916 0.531
9 O -2.503 -2.283 -1.441
10 O -1.293 -1.843 -3.184
11 Li 2.802 3.788 2.629
12 Tm -0.609 -3.785 -1.838
13 H 1.620 0.499 0.000
14 H -0.027 1.182 0.028
15 H 0.583 -1.475 1.350
16 H -0.989 -0.883 0.805
17 O -2.696 -0.271 -2.364
18 H -2.121 0.423 -2.709

Partial charges, natural (NBO), in e: number 1, O, carries -0.85; number 2, C, carries 0.96; number 3, O, carries -0.86; number 4, O, carries -0.52; number 5, C, carries -0.08; number 6, O, carries -1.01; number 7, C, carries 0.98; number 8, C, carries -0.07; number 9, O, carries -0.83; number 10, O, carries -0.84; number 11, Li, carries 0.95; number 12, Tm, carries 1.70; number 13, H, carries 0.18; number 14, H, carries 0.17; number 15, H, carries 0.14; number 16, H, carries 0.14; number 17, O, carries -0.67; number 18, H, carries 0.50